[1]
A molecular structure, C30H21AuF3IO3PS in a non-equilibrium geometry, computed with ωB97M-V with the def2-TZVPD basis set.

CARTESIAN COORDINATES (ANGSTROEM)
Au 0.12 -0.45 1.00
I 1.51 2.84 1.43
C 2.14 2.91 -0.58
C 1.78 4.08 -1.21
C 2.35 4.44 -2.44
C 3.33 3.66 -2.97
C 3.71 2.45 -2.35
C 4.80 1.73 -2.89
C 5.19 0.55 -2.34
C 4.45 0.00 -1.30
C 3.37 0.64 -0.72
P 2.39 -0.46 0.42
C 2.63 -2.10 -0.36
C 2.62 -2.29 -1.74
C 2.64 -3.56 -2.27
C 2.63 -4.66 -1.43
C 2.61 -4.49 -0.05
C 2.59 -3.21 0.48
C 3.53 -0.63 1.86
C 4.75 -1.31 1.75
C 5.63 -1.35 2.82
C 5.32 -0.72 4.01
C 4.10 -0.07 4.14
C 3.21 -0.04 3.07
C 3.04 1.97 -1.17
H 1.08 4.74 -0.73
H 2.05 5.36 -2.92
H 3.85 3.95 -3.87
H 5.32 2.16 -3.74
H 6.05 0.01 -2.74
H 4.71 -1.00 -0.97
H 2.59 -1.43 -2.40
H 2.62 -3.70 -3.34
H 2.61 -5.66 -1.84
H 2.57 -5.34 0.61
H 2.53 -3.07 1.55
H 4.99 -1.85 0.85
H 6.57 -1.89 2.71
H 6.02 -0.74 4.84
H 3.84 0.41 5.07
H 2.25 0.44 3.20
C -1.56 -0.19 1.97
C -2.90 -0.11 2.27
C -3.37 0.45 3.50
C -4.72 0.53 3.79
C -5.67 0.07 2.88
C -5.24 -0.48 1.67
C -3.91 -0.57 1.35
H -2.64 0.81 4.21
H -5.04 0.96 4.73
H -6.73 0.13 3.12
H -5.97 -0.85 0.95
H -3.59 -0.98 0.41
F -2.74 -3.70 1.02
C -1.61 -4.00 0.37
F -0.60 -3.79 1.22
F -1.64 -5.32 0.11
S -1.44 -3.02 -1.23
O -0.96 -4.01 -2.17
O -2.78 -2.54 -1.46
O -0.47 -1.98 -0.91

Calculated values
E (hartree): -2854.03590
Charge: -1
2S+1: 3
Orbital gap (spin up / spin down) (eV): 5.0658 / 7.1665
HOMO (spin up / spin down) (eV): -3.39 / -5.49
Energy relative to the best compared isomer or geometry (same formula, charge and spin) (kJ/mol): 25.37

[2]
A molecular structure, C30H21BrErFN3O4 in a non-equilibrium geometry, computed with ωB97M-V with the def2-TZVPD basis set.

CARTESIAN COORDINATES (ANGSTROEM)
Er 11.60 -18.36 2.66
Br 13.65 -24.40 7.19
C 13.53 -22.83 6.02
C 14.29 -21.71 6.33
C 14.11 -20.55 5.61
C 13.10 -20.45 4.58
O 12.98 -19.33 3.88
C 12.25 -21.55 4.37
C 11.30 -21.62 3.29
N 10.93 -20.67 2.47
C 10.01 -21.04 1.38
C 9.81 -22.25 0.84
C 8.93 -22.48 -0.29
C 8.36 -21.37 -0.88
C 8.48 -20.08 -0.27
C 7.73 -19.00 -0.72
C 7.97 -17.75 -0.19
C 8.88 -17.62 0.83
N 9.55 -18.64 1.34
C 9.32 -19.91 0.83
C 12.49 -22.73 5.14
H 15.03 -21.90 7.11
H 14.72 -19.67 5.76
H 10.92 -22.63 3.13
H 10.31 -23.11 1.28
H 8.77 -23.48 -0.64
H 7.70 -21.45 -1.70
H 6.99 -19.23 -1.50
H 7.40 -16.88 -0.47
H 9.03 -16.66 1.29
H 11.80 -23.53 5.03
C 13.03 -11.12 3.83
C 12.06 -11.67 4.86
C 10.90 -10.69 4.96
C 10.08 -11.06 6.20
C 9.94 -12.59 6.31
C 9.11 -13.19 7.19
C 8.81 -14.57 7.20
F 8.15 -15.03 8.27
C 9.34 -15.41 6.27
C 10.23 -14.89 5.33
C 10.80 -15.66 4.25
O 10.63 -16.97 4.15
C 11.57 -15.05 3.33
C 11.99 -13.72 3.49
N 11.53 -13.01 4.51
C 10.53 -13.49 5.36
C 12.17 -15.96 2.35
O 13.11 -16.72 2.70
O 11.48 -16.25 1.34
H 13.44 -10.14 4.23
H 12.55 -10.93 2.85
H 13.90 -11.74 3.63
H 12.58 -11.80 5.82
H 10.32 -10.79 4.02
H 11.29 -9.61 5.00
H 9.08 -10.67 6.15
H 10.56 -10.65 7.11
H 8.64 -12.59 7.98
H 9.15 -16.43 6.40
H 12.58 -13.27 2.70

Calculated values
E (hartree): -5309.99396
Charge: +1
2S+1: 4
Orbital gap (spin up / spin down) (eV): 7.3167 / 7.3134
HOMO (spin up / spin down) (eV): -10.44 / -10.43